Here is 2 unconnected molecules or ions with the total composition C7H20N4 in a non-equilibrium geometry from the Open Molecules 2025 dataset. Energies are from wB97M-V/def2-TZVPD.

Each line ends with the Mulliken charge.
Element x y z (Å)
C: 1.025 -1.172 0.495  -1.3747
C: 1.853 0.040 0.926  0.6021
C: 2.385 0.839 -0.288  -0.8768
C: 3.501 0.256 -1.210  -0.5750
C: -2.812 2.226 -0.551  -0.8408
C: -2.420 -0.054 0.281  0.0497
C: -3.643 -1.879 -0.433  -0.9420
H: 1.692 -1.836 -0.068  0.4004
H: 0.191 -0.918 -0.158  0.2697
H: 0.658 -1.743 1.360  0.3380
H: 2.716 -0.356 1.477  0.2957
H: 0.256 1.241 1.586  0.2057
H: 1.046 0.439 2.791  0.3055
H: 2.699 1.850 0.021  0.4465
H: 1.540 1.084 -0.947  0.1358
H: 4.154 1.138 -1.433  0.2664
H: 3.121 -0.019 -2.209  0.3905
H: 4.679 -1.438 -1.388  0.2098
H: 5.033 -0.468 -0.114  0.2131
H: -3.433 2.702 -1.318  0.3156
H: -1.739 2.383 -0.833  0.2410
H: -3.032 2.736 0.396  0.3010
H: -3.957 0.471 -0.954  0.2417
H: -1.688 0.458 0.931  0.3171
H: -3.535 -1.706 -1.520  0.3178
H: -4.605 -1.443 -0.127  0.3185
H: -3.720 -2.959 -0.247  0.2593
N: 1.175 0.918 1.901  -0.6889
N: 4.272 -0.844 -0.666  -0.5292
N: -3.124 0.813 -0.511  -0.1624
N: -2.524 -1.337 0.338  -0.4507

Forces on the atoms, in the same order (eV/Å):
C 0.6068 -0.2749 -0.1091
C 0.2041 -0.1916 0.1466
C -0.4581 0.6131 -0.1725
C 0.1619 1.0574 -0.6169
C 0.3277 0.2455 -0.3251
C 0.2075 -0.6398 0.1249
C 0.2153 -0.3375 -0.0436
H -0.1472 -0.0189 0.0017
H -0.1006 0.0997 0.1254
H -0.0297 0.2625 -0.2234
H 0.0030 0.0956 -0.1741
H 0.4285 -0.2655 0.0254
H -0.0255 0.0662 -0.3752
H 0.0937 -0.5135 0.4173
H -0.1476 -0.2445 0.0494
H -0.2908 -0.5782 0.0491
H -0.1790 -0.1710 0.5933
H -0.1785 0.3396 0.2083
H 0.0215 -0.2639 0.0564
H 0.2132 -0.1191 0.1265
H -0.8578 -0.0585 0.3027
H 0.1763 -0.0906 -0.0889
H 0.0162 0.1043 -0.1206
H -0.1079 -0.3770 -0.4314
H 0.0301 -0.1151 0.2376
H 0.0511 0.0366 0.0145
H 0.1003 0.3412 -0.1823
N -0.0851 0.2897 -0.2235
N 0.2279 -0.2915 0.2281
N 0.1007 -0.1988 0.3035
N -0.5777 1.1989 0.0758

**Charge**: 0
**Energy above the lowest of the compared OMol25 structures with the same formula, charge and spin**: 21.9 kJ/mol
**LUMO**: 0.836 eV
**F_max**: 1.333 eV Å⁻¹
**Orbital gap**: 0.3514 Ha
**DFT total energy**: -497.68790 a.u.
**SMILES**: C[C@H](N)CCN.C/N=C\NC
**Multiplicity**: 1